Computed, not measured: a 2-piece molecular cluster, C10H13O2 overall in a non-equilibrium geometry, with wB97M-V/def2-TZVPD.

Summary:
DFT total energy = -14676.8690 eV

ORCA input file:
```
! wB97M-V def2-TZVPD RIJCOSX def2/J DEFGRID3
* xyz -1 1
C 2.484 0.260 -0.141
C 2.332 0.934 -1.498
C 3.917 -0.370 0.030
O 4.857 0.447 0.071
O 3.941 -1.622 0.026
H 2.456 1.005 0.655
H 1.791 -0.577 -0.176
H 3.119 1.701 -1.549
H 1.445 1.561 -1.633
H 2.588 0.359 -2.374
C -1.538 -2.405 0.350
C -0.943 -0.043 -0.273
C -1.663 -0.912 0.540
C -1.287 1.305 -0.292
C -2.392 1.763 0.407
C -2.647 -0.392 1.384
C -3.126 0.903 1.211
H -0.144 -0.461 -0.868
H -0.693 2.026 -0.842
H -0.693 -2.610 -0.306
H -2.467 -2.764 -0.102
H -2.702 2.786 0.227
H -3.143 -1.036 2.106
H -4.023 1.125 1.771
H -1.469 -2.982 1.276
*
```


Computed, not measured: a 2-piece molecular cluster, C16H22F3NO11S overall in a non-equilibrium geometry, with wB97M-V/def2-TZVPD.

Summary:
DFT total energy = -59935.5913 eV

ORCA input file:
```
! wB97M-V def2-TZVPD RIJCOSX def2/J DEFGRID3
* xyz 0 1
C -1.455 2.165 -3.691
C -0.797 0.745 -4.218
C -1.467 -0.517 -3.377
C -0.539 -1.862 -3.561
C 0.932 -1.773 -2.820
C 0.898 -2.231 -1.224
O -0.188 -2.977 -0.879
O 1.937 -1.956 -0.231
C 1.746 -0.697 0.493
C 0.210 -0.149 0.600
O -0.671 -1.033 1.401
C -2.049 -0.521 1.463
F -2.711 -0.353 0.141
F -2.849 -1.584 2.179
F -2.204 0.712 2.305
C 2.646 0.447 -0.258
C 4.268 0.056 -0.366
O 4.842 -0.939 0.321
O 5.034 0.889 -1.349
C 5.294 0.129 -2.585
C 6.571 0.538 -3.584
O 4.587 -0.950 -2.992
O 2.184 -0.982 1.900
C 2.601 0.246 2.586
N 3.076 1.310 3.160
H -2.625 2.092 -3.672
H -1.142 3.010 -4.443
H -1.024 2.454 -2.617
H 0.386 0.784 -4.125
H -1.129 0.593 -5.349
H -2.594 -0.713 -3.701
H -1.498 -0.199 -2.239
H -1.150 -2.833 -3.303
H -0.302 -1.939 -4.728
H 1.610 -2.595 -3.358
H 1.465 -0.749 -3.009
H 0.261 0.874 1.213
H -0.273 0.167 -0.444
H 2.278 0.464 -1.394
H 2.473 1.549 0.131
H 7.360 1.210 -2.999
H 7.088 -0.455 -3.998
H 6.198 1.202 -4.501
O -6.153 1.213 7.895
S -4.814 1.366 7.371
O -3.817 2.208 7.991
O -4.928 1.771 5.796
C -4.249 0.797 5.005
C -4.334 -0.504 5.798
O -4.176 -0.120 7.162
H -3.209 1.119 4.886
H -4.717 0.711 4.021
H -3.561 -1.220 5.508
H -5.319 -0.969 5.690
*
```


Computed, not measured: a 3-piece molecular cluster, C24H28NO11 overall in a non-equilibrium geometry, with wB97M-V/def2-TZVPD.

Summary:
DFT total energy = -49344.4706 eV

ORCA input file:
```
! wB97M-V def2-TZVPD RIJCOSX def2/J DEFGRID3
* xyz 1 1
C 8.305 -0.265 3.017
C 8.257 0.446 1.599
O 7.127 1.310 1.485
C 6.647 1.425 0.148
C 5.070 1.412 0.212
O 4.520 2.452 1.018
C 3.745 1.997 2.108
C 2.264 2.593 2.098
O 1.528 1.802 3.059
C 0.147 2.010 2.961
N -0.517 0.924 2.153
C -1.804 1.220 1.718
C -2.538 0.268 0.926
C -1.905 -1.020 0.562
C -0.559 -1.285 1.053
C 0.086 -0.264 1.863
H 8.595 0.460 3.826
H 9.037 -1.117 2.996
H 7.312 -0.727 3.285
H 8.295 -0.376 0.837
H 9.227 1.026 1.533
H 7.024 2.339 -0.395
H 6.925 0.545 -0.503
H 4.705 1.576 -0.849
H 4.767 0.370 0.485
H 3.630 0.887 2.200
H 4.200 2.356 3.072
H 2.350 3.674 2.377
H 1.857 2.535 1.054
H -0.071 2.971 2.412
H -0.340 2.116 3.972
H -2.271 2.197 1.999
H -3.583 0.509 0.584
H -2.480 -1.734 -0.066
H -0.043 -2.246 0.816
H 1.104 -0.441 2.268
C -9.080 -1.143 -0.286
C -8.127 -0.212 -0.396
C -6.678 -0.559 -0.280
O -5.840 0.321 -0.405
C -6.325 -1.950 -0.013
C -7.277 -2.883 0.100
C -8.726 -2.541 -0.043
O -9.556 -3.422 0.049
O -6.976 -4.167 0.347
O -8.429 1.082 -0.618
H -10.131 -0.904 -0.371
H -5.274 -2.185 0.086
H -7.833 -4.636 0.381
H -7.574 1.549 -0.659
C 0.718 0.284 -3.536
C -0.410 0.094 -2.849
C -1.402 -0.954 -3.245
O -2.413 -1.109 -2.576
C -1.116 -1.753 -4.432
C 0.013 -1.562 -5.125
C 1.017 -0.535 -4.713
O 2.037 -0.405 -5.358
O 0.294 -2.285 -6.220
O -0.708 0.840 -1.762
H 1.443 1.037 -3.258
H -1.849 -2.495 -4.718
H 1.160 -1.959 -6.535
H -1.571 0.509 -1.449
*
```